Computed, not measured: a structure of composition C23H23AuNOPSe, with the ωB97M-V functional and the def2-TZVPD basis.

Properties
Charge = -2
HOMO-LUMO gap = 0.161 hartree

Structure (XYZ):
```
51
Properties=species:S:1:pos:R:3:lowdin_charge:R:1
Au 1.293 -0.868 -0.008 0.672
C 2.939 -1.214 4.259 -0.186
P 2.133 -0.663 2.742 0.484
C 0.411 -0.434 3.199 -0.216
C 2.848 0.954 2.360 -0.197
O 2.353 -1.713 1.686 -0.545
H 2.809 -0.488 5.062 0.045
H 4.004 -1.362 4.071 0.050
H 2.496 -2.168 4.547 0.041
H 0.337 -0.004 4.200 0.051
H -0.070 -1.419 3.190 -0.049
H -0.084 0.210 2.473 0.039
H 3.218 1.436 3.266 0.042
H 2.109 1.586 1.870 0.043
H 3.674 0.804 1.665 0.050
C 0.483 0.321 -1.341 -0.305
C 0.170 1.223 -2.104 -0.253
C -0.181 2.277 -2.997 -0.228
C 0.587 3.488 -2.899 -0.188
C 1.818 3.506 -2.184 -0.058
C 2.582 4.647 -2.050 -0.143
C 2.180 5.865 -2.600 -0.169
C 0.960 5.889 -3.269 -0.149
C 0.186 4.752 -3.414 -0.074
C -1.286 2.053 -3.894 -0.189
C -2.204 0.997 -3.650 -0.052
C -3.269 0.736 -4.489 -0.134
C -3.493 1.493 -5.638 -0.164
C -2.587 2.507 -5.925 -0.146
C -1.515 2.780 -5.091 -0.075
H 2.155 2.577 -1.740 0.081
H 3.519 4.585 -1.503 0.081
H 2.787 6.756 -2.501 0.067
H 0.588 6.825 -3.678 0.081
H -0.777 4.849 -3.893 0.080
H -2.046 0.383 -2.773 0.089
H -3.940 -0.081 -4.239 0.085
H -4.334 1.289 -6.291 0.069
H -2.703 3.094 -6.832 0.081
H -0.811 3.539 -5.395 0.083
Se -0.131 -4.105 3.146 0.439
C -1.145 -5.549 3.780 -0.798
C -1.419 -6.679 2.989 -0.162
C -2.151 -7.733 3.499 -0.209
N -2.656 -7.789 4.737 -0.003
C -2.406 -6.713 5.489 -0.214
C -1.687 -5.608 5.076 -0.165
H -1.051 -6.719 1.972 0.078
H -2.348 -8.597 2.867 0.083
H -2.812 -6.735 6.499 0.082
H -1.535 -4.780 5.757 0.075
```

=====

Computed, not measured: a structure of composition C5H10N2 in a non-equilibrium geometry, with the ωB97M-V functional and the def2-TZVPD basis.

Properties
HOMO-LUMO gap = 0.279 hartree

Structure (XYZ):
```
17
Properties=species:S:1:pos:R:3:lowdin_charge:R:1
C 0.170 -0.910 -0.387 -0.217
C 1.636 -1.108 -0.161 -0.078
C -0.703 -0.465 1.134 0.005
C -0.356 0.435 -0.538 -0.469
N -1.537 0.543 -1.324 0.089
N 0.546 2.471 0.581 0.048
C 0.396 1.626 -0.310 -0.199
H -0.358 -1.670 -0.958 0.135
H -1.424 0.140 -2.245 0.090
H -1.843 1.504 -1.417 0.093
H -0.030 2.354 1.441 0.032
H 2.028 -0.476 0.637 0.084
H 2.175 -0.813 -1.073 0.090
H 1.865 -2.145 0.087 0.079
H -0.147 -1.120 1.797 0.070
H -0.706 0.484 1.709 0.072
H -1.712 -0.849 1.028 0.076
```

=====

Computed, not measured: a cluster of 2 separate species, C6H13N3O in total, with the ωB97M-V functional and the def2-TZVPD basis.

Properties
HOMO-LUMO gap (spin up / spin down) = 0.335 / 0.335 hartree

Structure (XYZ):
```
23
Properties=species:S:1:pos:R:3:lowdin_charge:R:1
C 1.489 -0.791 0.444 -0.396
C 2.003 1.363 -0.930 -0.021
C 1.058 -1.546 -0.821 -0.054
C 1.324 0.727 0.260 -0.424
N 0.802 -1.331 1.607 0.047
O 0.664 1.387 1.038 0.044
H 2.567 -0.954 0.582 0.144
H -0.202 -1.271 1.464 0.053
H 0.998 -0.759 2.422 0.075
H 1.347 1.240 -1.797 0.082
H 2.149 2.426 -0.748 0.085
H 2.955 0.883 -1.164 0.084
H 1.659 -1.266 -1.686 0.074
H 0.014 -1.332 -1.059 0.066
H 1.170 -2.617 -0.651 0.080
C -2.262 0.428 0.913 -0.163
C -3.467 -0.182 0.413 0.065
N -2.000 0.515 -0.336 -0.186
N -1.465 1.096 -1.322 0.051
H -1.038 1.966 -0.968 0.046
H -1.865 0.912 1.796 0.108
H -3.455 -1.185 0.014 0.068
H -4.445 0.290 0.528 0.072
```

=====

no.,total energy (eV)
1,-106089.6271
2,-8322.9880
3,-12945.9338